Computed, not measured: C13H25KN6O8 as an isolated structure at a distorted geometry, with the ωB97M-V functional and the def2-TZVPD basis.

Each line ends with the Mulliken charge.
Positions of all 53 atoms, in Å:
1 K 0.111 0.349 1.259  1.23
2 O -0.808 -1.233 -2.572  -0.59
3 C -2.037 -1.300 -1.877  -0.75
4 C -1.856 -1.848 -0.460  -0.07
5 N -3.123 -1.956 0.228  0.08
6 C -3.233 -3.124 1.086  -0.99
7 C -2.223 -3.355 2.269  0.50
8 O -2.632 -4.122 3.152  -0.83
9 O -1.093 -2.818 2.212  -0.66
10 C -3.603 -0.728 0.859  -0.81
11 C -2.651 0.501 0.831  0.76
12 O -2.704 1.263 -0.150  -0.76
13 O -1.943 0.665 1.842  -0.98
14 H -0.243 -0.675 -2.012  0.19
15 H -2.685 -1.973 -2.448  0.38
16 H -2.493 -0.307 -1.811  0.26
17 H -1.148 -1.189 0.060  -0.50
18 H -1.407 -2.842 -0.541  0.74
19 H -3.153 -4.016 0.447  0.41
20 H -4.240 -3.139 1.513  0.40
21 H -3.815 -0.909 1.916  0.45
22 H -4.536 -0.428 0.356  0.20
23 N 1.797 -1.213 2.600  -0.28
24 N 2.374 -0.143 3.310  -0.40
25 C 2.287 1.178 2.759  0.42
26 O 2.435 2.086 3.587  -0.81
27 O 2.140 1.271 1.529  -0.70
28 H 0.801 -1.342 2.801  0.23
29 H 2.270 -2.080 2.847  0.24
30 H 2.175 -0.116 4.314  0.22
31 N 0.905 -3.244 0.491  0.18
32 C 1.807 -3.366 -0.228  -0.42
33 H 0.128 -3.099 1.143  0.35
34 C -0.210 3.270 -0.154  -0.91
35 N 0.917 2.927 -0.998  0.31
36 C 1.987 3.894 -0.952  -1.28
37 C 1.159 1.628 -1.269  0.11
38 O 0.418 0.717 -0.949  0.14
39 N 2.326 1.397 -2.037  0.10
40 C 2.233 1.861 -3.407  -1.17
41 C 2.809 0.031 -1.936  -0.92
42 H -0.543 4.275 -0.424  0.34
43 H 0.085 3.250 0.898  0.33
44 H -1.026 2.559 -0.295  0.26
45 H 2.156 4.190 0.086  0.36
46 H 1.717 4.777 -1.544  0.32
47 H 2.902 3.453 -1.334  0.44
48 H 3.239 1.931 -3.831  0.34
49 H 1.764 2.843 -3.436  0.37
50 H 1.638 1.172 -4.025  0.32
51 H 2.812 -0.244 -0.886  0.16
52 H 3.827 0.000 -2.328  0.36
53 H 2.184 -0.679 -2.491  0.30

Summary:
ΔE to the lowest compared entry with this formula, charge and spin, kcal/mol: 59.2
Charge: -2
Max |F|, eV Å⁻¹: 2.42
Frontier orbital gap, eV: 6.295
Electronic energy, eV: -55533.836